# 1
This record from the OMol25 dataset describes an isolated molecule of C4H9NO. The level of theory is the ωB97M-V functional and the def2-TZVPD basis.

```
15
Properties=species:S:1:pos:R:3:forces:R:3
C -0.733018 -1.344647 0.671491 0.0 0.0 0.1
C -0.293284 -0.077204 -0.075072 -0.1 -0.1 -0.1
C -1.260320 1.079158 0.170618 0.0 0.1 0.0
C 1.097080 0.350806 0.392151 0.0 0.1 0.2
O 1.278525 0.961463 1.431621 -0.1 -0.2 -0.3
N 2.137255 -0.012418 -0.409207 0.1 0.0 -0.1
H -0.658661 -1.186359 1.751494 0.0 0.0 -0.1
H -0.116666 -2.212170 0.409936 -0.1 0.2 0.0
H -1.775521 -1.585279 0.432557 0.2 0.1 0.0
H -0.263753 -0.312266 -1.148725 0.1 0.1 0.1
H -0.939516 1.979910 -0.363578 -0.1 -0.1 0.1
H -2.270384 0.819003 -0.161856 0.1 0.0 0.0
H -1.284734 1.316564 1.238546 0.0 0.0 -0.2
H 1.986143 -0.384377 -1.331251 0.0 0.0 0.1
H 3.051183 0.340019 -0.166596 -0.1 -0.1 0.0
```
Forces are in eV/Å.

Summary:
SMILES string	CC(C)C(N)=O
energy above the lowest of the compared OMol25 structures with the same formula, charge and spin	1.2	kJ/mol
max |F|	0.0069	Eh/bohr
LUMO	0.918	eV
multiplicity	1

---

# 2
This record from the OMol25 dataset describes an isolated molecule of C4H9NO. The level of theory is the ωB97M-V functional and the def2-TZVPD basis.

```
15
Properties=species:S:1:pos:R:3:forces:R:3
C 1.491967 0.840422 0.596309 0.0 0.0 0.0
C 0.394903 0.950515 -0.434106 0.1 0.2 0.1
N 0.205170 -0.201169 -1.314429 0.1 0.0 -0.3
C -0.860574 0.159103 -0.374490 -0.2 0.0 0.1
C -1.116022 -0.899227 0.686750 0.0 0.3 0.2
O -1.115243 -2.189310 0.122862 0.2 -0.1 -0.2
H 1.235473 1.388720 1.509784 0.0 -0.1 -0.1
H 1.671658 -0.206331 0.855552 0.0 0.1 0.0
H 2.427082 1.251353 0.202951 -0.1 -0.1 0.0
H 0.301814 1.935336 -0.893989 0.0 -0.2 0.1
H -0.028429 0.080166 -2.261656 0.0 0.0 0.1
H -1.749440 0.618394 -0.805897 0.1 -0.1 0.1
H -2.098229 -0.742006 1.142438 0.1 0.0 -0.1
H -0.368948 -0.816310 1.491410 -0.1 -0.1 -0.1
H -0.391179 -2.169657 -0.523489 -0.1 -0.1 0.1
```
Forces are in eV/Å.

Summary:
SMILES string	C[C@H]1N[C@H]1CO
energy above the lowest of the compared OMol25 structures with the same formula, charge and spin	187.7	kJ/mol
max |F|	0.0080	Eh/bohr
LUMO	1.013	eV
multiplicity	1

---

# 3
This record from the OMol25 dataset describes an isolated molecule of C4H9NO. The level of theory is the ωB97M-V functional and the def2-TZVPD basis.

```
15
Properties=species:S:1:pos:R:3:forces:R:3
C -0.851811 -0.382370 1.478672 -3.0 -0.4 -1.8
N -0.884666 -0.189464 -0.025428 1.2 -0.2 0.8
C -2.056717 0.556573 -0.424601 -2.1 0.8 0.6
C 0.360195 0.573000 -0.239906 -0.5 -1.0 -3.4
C 1.582992 -0.296452 -0.129839 2.5 1.3 0.9
O 2.382874 -0.572049 -0.998867 -1.5 -0.2 0.0
H -1.082152 0.566540 1.907535 -0.4 1.0 0.6
H 0.102279 -0.620748 1.843329 1.1 -1.0 0.2
H -1.666168 -1.088472 1.775546 0.9 0.3 -0.1
H -3.016978 -0.029738 -0.167399 1.5 0.9 -0.3
H -2.119596 1.568602 0.081487 0.0 -0.8 0.1
H -2.178015 0.886278 -1.478208 0.8 -1.0 0.3
H 0.497518 0.913636 -1.344877 -0.9 0.1 1.9
H 0.390614 1.320073 0.545972 0.5 0.9 -0.2
H 1.994222 -0.318040 0.899597 -0.3 -0.9 0.3
```
Forces are in eV/Å.

Summary:
SMILES string	CN(C)CC=O
energy above the lowest of the compared OMol25 structures with the same formula, charge and spin	272.5	kJ/mol
max |F|	0.0692	Eh/bohr
LUMO	0.837	eV
multiplicity	1

---

> Among the records above, which one has the highest LUMO?

number 2

---

> What is the formula in the third record?

C4H9NO

---

> Which of these has the highest max |F|?

number 3

---

> LUMO of number 2 (C4H9NO)?

1.013 eV